{"formula": "C4H10O3", "method": "wB97M-V/def2-TZVPD", "homo_lumo_gap_ev": 11.0231, "max_force_ha_per_bohr": 0.019, "smiles": "COC=O.CCO", "spin_multiplicity": 1, "mol_weight_g_mol": 106.12, "de_lowest_kcal_mol": 26.2, "elements": ["H", "O", "H", "H", "H", "H", "H", "C", "H", "C", "H", "H", "C", "C", "H", "O", "O"], "positions_angstrom": [[0.584, 3.911, 3.824], [1.076, 1.830, 2.293], [3.778, 0.763, 0.048], [3.708, 0.802, -1.742], [1.079, 1.512, 4.362], [-0.912, 3.410, 2.976], [-0.414, 1.013, 3.515], [3.581, -1.889, 0.067], [4.018, -2.891, -0.112], [0.383, 1.780, 3.544], [-0.760, 3.165, 4.744], [2.282, 0.263, -0.801], [3.384, 0.248, -0.845], [-0.212, 3.148, 3.787], [1.466, 0.946, 2.126], [2.929, -1.575, 1.033], [3.896, -1.085, -0.963]], "atomic_forces_ev_per_a": [[-0.3219, -0.2815, -0.0246], [0.2680, -0.8741, 0.0427], [-0.1296, -0.3716, -0.3022], [-0.0787, -0.4407, 0.3985], [-0.2229, 0.0891, -0.2835], [0.2778, -0.0809, 0.3155], [0.2713, 0.2543, -0.0036], [-0.1165, 0.0316, 0.1867], [-0.1808, 0.3452, 0.1153], [0.0370, -0.2085, 0.0569], [0.1957, 0.0104, -0.3512], [0.4635, -0.1733, 0.0343], [-0.1990, 0.9374, -0.2013], [-0.1470, 0.2901, 0.0888], [-0.3067, 0.7218, 0.1155], [0.4347, -0.1512, -0.6774], [-0.2448, -0.0979, 0.4895]]}



{"formula": "C32H76N12O34", "method": "wB97M-V/def2-TZVPD", "homo_lumo_gap_ev": 9.9626, "max_force_ha_per_bohr": 0.041, "spin_multiplicity": 1, "mol_weight_g_mol": 1173.01, "elements": ["C", "C", "H", "H", "O", "H", "H", "H", "O", "C", "C", "H", "H", "O", "O", "H", "H", "H", "H", "C", "O", "H", "H", "O", "C", "C", "C", "H", "H", "H", "H", "N", "C", "N", "H", "C", "H", "H", "O", "N", "H", "N", "O", "H", "H", "H", "O", "H", "H", "H", "H", "H", "H", "H", "H", "O", "H", "C", "O", "O", "H", "H", "H", "H", "C", "N", "H", "C", "H", "O", "O", "N", "H", "O", "O", "N", "O", "H", "C", "H", "H", "H", "H", "H", "C", "H", "H", "N", "H", "H", "C", "O", "H", "H", "C", "C", "C", "N", "C", "O", "O", "H", "H", "O", "H", "H", "H", "N", "O", "O", "C", "C", "H", "H", "C", "H", "C", "H", "O", "O", "O", "H", "H", "O", "C", "C", "O", "H", "H", "H", "O", "H", "N", "C", "H", "H", "C", "O", "O", "H", "C", "C", "H", "C", "O", "H", "H", "H", "H", "O", "C", "O", "H", "N"], "positions_angstrom": [[0.969, -0.007, 0.632], [-1.981, -5.246, -0.039], [2.716, 4.183, 3.751], [-3.219, 5.157, 5.063], [-3.540, 2.420, -6.103], [1.798, 0.509, 4.684], [-3.796, 4.083, 7.282], [-2.142, 6.274, 5.922], [-1.936, 1.491, -7.158], [1.352, 1.250, 1.346], [2.185, -0.914, 6.228], [7.371, -0.757, -2.741], [-5.803, -1.617, -0.859], [4.870, -1.911, -2.415], [5.037, 2.517, 2.429], [3.912, -0.183, 1.681], [-1.534, 4.660, 2.543], [3.220, 2.473, 3.956], [-2.025, -0.372, 7.175], [-1.776, -0.747, -1.698], [-2.939, -4.736, -2.121], [6.193, -3.563, -2.324], [-2.617, -0.696, -1.010], [1.662, -0.997, 0.607], [1.577, -3.926, 2.061], [-5.411, -2.597, -1.111], [5.056, 2.679, -0.972], [-2.907, -5.792, 0.087], [0.632, -3.752, -4.940], [2.460, -0.183, 6.992], [-1.699, -2.053, 7.786], [4.479, -2.153, 1.274], [7.216, -1.793, -3.022], [0.542, 4.833, 2.604], [-2.791, 0.791, -4.285], [0.076, -0.925, 7.312], [2.703, 2.117, -5.661], [5.567, -0.404, 1.095], [-2.726, 2.982, 4.505], [4.537, 3.580, 2.777], [-1.185, 0.511, -5.090], [-1.305, -0.970, 2.879], [0.830, -1.330, 6.296], [-1.684, 0.206, -2.233], [2.427, -1.825, -4.533], [-0.519, -2.802, -3.951], [0.971, -4.780, 4.085], [-4.049, 5.801, 7.350], [-8.032, -0.446, -6.218], [-1.088, -5.863, -0.021], [-1.860, -4.440, 0.678], [-0.307, -1.824, -0.519], [6.860, -1.865, -4.054], [-1.222, 1.168, 5.496], [0.833, 3.444, -0.997], [1.042, 3.038, -4.170], [5.696, 1.825, -0.757], [2.495, -0.307, 4.880], [-5.833, -1.762, -5.565], [-3.974, -1.757, -4.307], [1.400, 0.850, -6.009], [8.110, -2.417, -3.006], [-1.967, -1.519, -2.441], [-3.413, -1.031, 2.917], [-4.838, -2.354, -4.915], [0.576, -4.599, 2.955], [-4.732, -2.583, -1.960], [-1.701, 3.202, 5.106], [-0.428, 2.622, -2.057], [4.270, -3.655, -3.724], [-0.136, 0.141, -0.102], [-0.921, 4.469, -1.172], [-1.468, -1.666, 6.110], [4.795, 4.650, 2.262], [4.012, 2.818, -3.034], [-1.992, -4.594, -1.377], [-0.469, -4.995, 2.506], [-2.624, 5.255, 8.076], [-5.921, -0.346, -5.535], [4.633, 3.045, -0.041], [-6.041, 0.091, -4.539], [3.488, 0.149, 4.878], [2.214, 1.141, 2.001], [1.631, 2.019, 0.625], [6.156, -2.491, -2.163], [-0.012, 2.337, 6.161], [-5.255, -4.326, -4.161], [1.230, 1.845, -4.226], [5.691, 3.479, -1.343], [-0.887, 5.864, 3.639], [2.079, 1.311, -5.293], [4.231, -2.910, 0.369], [2.883, -1.715, 6.476], [4.147, 3.767, 4.760], [-0.804, 5.462, 2.632], [-0.701, 2.110, 5.352], [-4.801, -3.860, -5.030], [-2.552, 1.729, -6.143], [-0.407, -0.894, -1.078], [0.793, 4.065, 3.513], [0.811, 1.059, -3.387], [-0.887, 6.144, 1.797], [-0.150, 1.909, 4.433], [4.736, -2.466, 2.410], [-6.857, -0.088, -7.439], [1.984, -2.019, -2.793], [6.346, -2.213, -1.126], [4.015, 2.308, -1.935], [-1.499, 4.808, -0.152], [1.261, 5.008, 1.647], [-0.211, 3.186, -1.159], [-3.273, 5.035, 7.228], [0.355, -0.857, -1.855], [-6.229, -3.282, -1.317], [-0.337, -3.254, -4.920], [-2.673, 0.561, 3.393], [-1.392, -1.249, 7.119], [2.472, -1.054, 4.086], [-1.006, -3.931, -1.643], [0.827, -1.583, -6.064], [-3.785, -2.450, 0.500], [-0.514, 2.541, -0.339], [-1.708, 2.111, -4.334], [-1.220, -1.906, -6.568], [4.528, -0.705, 0.961], [-2.631, -0.298, 2.735], [-1.097, -2.043, 2.362], [4.221, -0.452, -0.048], [-2.661, -0.011, 1.684], [-1.080, -3.943, -5.301], [-0.800, 5.203, -2.125], [1.979, -3.127, 2.671], [-4.710, -3.122, 0.092], [3.548, 3.502, 3.888], [2.727, 0.540, -4.888], [2.907, -0.737, -3.262], [-2.547, 5.262, 5.916], [-4.997, -4.204, 0.528], [0.458, -0.199, 8.204], [-5.210, -4.160, -5.994], [-7.099, 0.089, -6.387], [2.782, -1.801, -3.507], [-7.231, 1.161, -6.248], [4.055, -2.571, -3.245], [-1.473, 4.339, 5.773], [-5.012, 0.101, -5.943], [2.309, -4.650, 1.723], [1.039, -3.511, 1.211], [-3.741, -4.100, -5.090], [-0.452, -0.296, 3.444], [-1.983, 1.209, -4.884], [3.115, 1.615, -1.505], [0.563, 1.593, 2.018], [-0.221, -2.168, -5.937]], "atomic_forces_ev_per_a": [[1.0305, -0.1467, -0.4237], [-0.0895, 0.1712, -0.2438], [0.5105, -0.0349, -0.1723], [0.0000, 0.0325, 0.0809], [-0.6882, 0.1295, 0.4662], [-0.1698, -0.1792, -0.2098], [0.3638, -0.1944, 0.1229], [0.3132, -0.1430, -0.1516], [0.2258, -0.2445, -0.2667], [-0.0107, 0.5009, 0.7851], [1.5458, 0.7097, 0.5506], [0.1987, -0.0083, 0.0167], [0.2059, 0.1125, -0.1021], [0.0825, -0.1575, -0.2614], [-0.0596, 0.2574, 0.0465], [0.0253, -0.0729, 0.1153], [0.1120, -0.0883, -0.1162], [-0.0279, -0.0182, -0.0144], [0.1069, 0.0986, 0.4268], [0.5643, 1.2681, -0.2831], [-0.2286, -0.0166, 0.0033], [-0.3938, -0.0225, 0.1075], [0.1612, -0.1050, 0.1995], [-0.3251, -0.1010, 0.0919], [-1.0198, 0.5628, -0.2914], [-0.9066, -0.4355, 0.0559], [1.4130, 0.5055, 0.5678], [0.0545, -0.0383, 0.0314], [0.0033, 0.0598, 0.3216], [-0.7796, 0.1447, 0.1201], [-0.1186, 0.2754, 0.2755], [-0.0778, 0.7824, -0.7540], [-0.8429, -1.1144, -0.5660], [-0.6155, -0.6206, -0.8003], [-0.0053, -0.3790, -0.3208], [-0.7735, 1.8743, 0.6454], [-0.3399, 0.1098, -0.2943], [-0.0237, -0.0636, 0.1783], [-0.0676, 0.2962, -0.5492], [-0.1787, -0.3432, -0.6836], [0.0583, 0.0574, -0.0294], [0.5334, 0.8920, 0.0694], [0.1612, -0.6046, -0.3157], [-0.5972, -0.0319, -0.1073], [0.0848, -0.5810, 0.0894], [-0.2866, -0.1136, 0.0013], [-0.3818, -0.0179, 0.4768], [-0.0564, -0.0423, -0.3496], [0.0576, 0.0329, 0.4755], [-0.0678, -0.1049, 0.0835], [-0.0859, -0.0538, 0.1009], [0.0228, -0.1746, -0.3033], [0.1093, 0.3274, -0.0471], [-0.2028, 0.1440, 0.3714], [0.0855, -0.1273, -0.5488], [-0.2335, 0.0073, -0.3714], [-0.2717, -0.1924, -0.0593], [-0.0469, 0.0276, -0.1530], [-0.3505, -0.5377, 0.1641], [-0.3578, 0.3845, 0.1289], [0.1843, 0.1828, -0.2446], [0.2939, 0.4252, 0.2598], [0.0879, -0.1274, 0.0831], [0.0653, -0.0102, 0.0198], [0.8732, -0.1767, 0.2387], [1.5530, -0.2541, -0.1083], [0.2790, 0.1768, 0.2163], [-0.7793, -0.9065, 0.8729], [0.4919, 0.3900, -0.3374], [0.4030, 0.0517, 0.0847], [-0.5773, 0.5657, -0.2493], [-0.0087, 1.1095, 0.5324], [-0.2401, 0.0405, 0.0672], [-0.1828, -0.2249, 0.3801], [0.3963, -0.2654, -0.2872], [0.3612, 0.1012, 0.1367], [-0.5925, -0.0802, -0.1938], [0.1929, -0.6431, 0.0027], [-0.3029, 1.1570, -0.2336], [-0.4259, -0.3266, -0.0802], [0.1206, -0.6578, 0.2633], [0.1246, -0.2218, 0.1772], [0.0973, -0.5208, -0.1381], [-0.2969, -0.0101, -0.0422], [0.8034, 1.1099, 0.3444], [-0.0234, -0.0349, 0.0280], [-0.1077, -0.1732, -0.1229], [0.4928, 0.2835, 1.2150], [-0.2031, -0.1031, -0.4818], [-0.1207, 0.3791, -0.1865], [0.3802, -0.2983, -0.3424], [-0.1804, -0.6063, -0.1950], [-0.4572, -0.5674, -0.3357], [-0.2154, -0.0207, 0.1435], [0.0944, -0.0429, 0.3460], [0.5132, 0.1606, -0.4696], [0.3898, 0.6742, -0.8869], [0.6326, -0.0491, -0.6369], [-0.0518, -1.3345, 0.8831], [-0.2698, 0.0335, 0.2999], [-0.2909, -0.2697, -0.3632], [0.0081, 0.1958, 0.1843], [0.1543, 0.2968, 0.0403], [-0.0059, -0.2910, 0.6688], [-0.0246, 0.1211, 0.0020], [0.0633, -0.7759, -0.1651], [-0.0244, -0.5361, 0.1199], [-0.8366, 0.9383, 0.3604], [-0.3190, -0.3488, 0.2495], [0.1323, 0.2266, 0.0545], [-0.0268, -0.9449, 0.2943], [-0.4678, 0.8736, 0.1010], [0.1046, 0.0853, 0.0970], [0.0086, 0.0391, 0.0197], [1.0216, -0.3254, -0.7441], [0.0753, 0.0056, 0.0382], [0.6810, -1.1718, -1.1166], [-0.1998, 0.1517, -0.1240], [0.0068, -0.0031, -0.1984], [0.6361, 0.2058, 0.0616], [0.1712, 0.4699, 0.3143], [-0.3388, 0.5260, 0.2093], [0.5441, -0.1186, -0.1074], [-0.2640, -0.0030, -0.1457], [0.5343, 0.7832, 0.0842], [-0.1275, -0.5641, -0.3860], [-0.3420, 0.0108, 0.1366], [-0.2385, -0.5612, -0.0555], [-0.1082, 0.0983, 0.0420], [-0.3654, 0.1694, 0.4130], [0.0190, -0.4859, -0.3804], [0.3680, -0.0655, -0.1296], [0.8565, 0.1374, -0.7897], [0.7592, 0.2298, 0.3752], [-0.2385, -0.0200, 0.1900], [0.4124, -0.1382, -0.0831], [-0.7914, 0.1656, -0.0049], [-0.6050, -0.4953, 0.2022], [0.2029, -0.5736, -0.0924], [-0.5109, -0.2056, 0.3227], [0.4224, -0.1507, -0.6732], [0.0770, 1.4902, 0.6798], [-0.1695, -0.0319, -0.0415], [-1.1036, -0.0962, -0.3429], [0.8809, -0.0195, 0.0666], [0.0638, -0.1884, 0.0187], [0.0964, -0.0834, 0.2873], [0.0488, -0.0303, 0.0350], [-0.0144, -0.1789, 0.4151], [-0.0823, -0.5297, -0.1117], [-0.8250, 0.5523, 0.8504], [-0.0298, -0.5966, 0.0187], [-0.2299, 0.1801, -0.3607], [-0.9120, 0.0103, 0.0602]]}